106
Properties=species:S:1:pos:R:3:forces:R:3 method="wB97M-V/def2-TZVPD" lumo_ev=-3.84 total_charge=+1 total_energy_ha=-3128.174890
F 4.62786 -1.73526 -1.43751 -0.9 -1.1 0.3
F 6.20530 -0.78069 -2.43477 1.6 0.1 -1.5
F -0.64618 -0.68320 -0.36128 0.5 -0.1 -0.1
F 5.61936 -0.08963 -0.52747 0.2 0.7 0.9
O -5.35668 7.71030 2.45788 0.0 0.0 -0.1
O 5.88910 -7.30860 3.09010 0.0 -0.1 0.0
O -5.97496 -5.26156 -1.32141 -0.1 0.0 -0.1
O 6.72036 -8.85567 1.83296 0.0 0.1 0.0
O -3.91877 -3.49921 -5.61251 0.1 0.1 0.1
O 7.34528 -6.71257 1.46476 -0.1 0.0 0.0
O -1.02394 7.35356 2.17716 0.0 -0.1 0.0
O 4.33776 0.27711 -2.27086 -0.9 1.1 -0.3
O 0.29384 6.47389 3.63528 0.0 -0.1 -0.1
O -7.82795 -6.54171 -1.53742 0.0 0.0 0.0
O -4.57811 -1.36407 -5.26939 0.1 0.0 0.1
O 5.80001 -2.34144 4.35974 0.0 0.0 -0.1
O -7.37002 8.64059 2.90340 0.1 0.0 0.0
O -6.86413 -5.81289 -3.32693 0.0 0.0 0.1
O 0.35759 0.77566 -3.54342 -0.3 0.0 0.1
O 7.50694 -1.51887 3.12216 -0.1 0.0 0.0
O -3.21343 -2.25900 -3.85248 0.0 0.1 0.0
O -6.76054 7.96517 0.83233 0.1 0.0 0.0
O -0.33258 5.22389 1.85613 0.1 -0.1 -0.1
O 5.82816 -2.75045 2.23796 -0.1 0.0 0.0
N 0.80490 1.89398 -0.21853 -0.5 0.4 0.2
N 2.34957 1.49019 -2.03139 0.5 0.3 0.0
N 0.07958 1.14669 -2.24534 -0.4 0.3 -0.5
C 4.06000 2.93448 -0.71649 -0.2 -0.1 -0.5
C 7.56914 -9.25763 0.75621 0.1 -0.2 -0.2
C 1.06615 5.37076 4.11054 0.2 -0.1 0.2
C 6.39068 -1.74304 5.51628 0.0 0.1 0.3
C -2.43784 -3.37624 -3.41417 0.3 -0.2 0.1
C -3.90537 -2.47847 -4.97767 -0.1 0.1 0.0
C -5.81926 -5.06725 -3.94954 0.1 0.1 -0.2
C 3.79488 3.15032 0.57986 0.2 0.1 0.4
C 1.06628 1.51115 -1.49970 0.9 -0.3 -0.1
C -1.65703 0.19548 -0.62680 -1.2 1.7 0.4
C -1.77696 7.26914 0.96468 -0.2 0.1 -0.3
C -0.35235 6.25169 2.49360 0.0 0.2 0.1
C 5.18939 -0.56781 -1.68577 -0.1 -0.1 0.6
C 5.79034 -5.93119 3.45269 -0.1 0.3 0.1
C 6.48298 -2.13996 3.22845 0.0 -0.1 0.0
C -5.37316 -1.45084 -6.45738 -0.2 0.1 -0.2
C -7.89550 -6.63671 -0.11326 -0.1 -0.1 0.3
C 6.45025 -2.62609 0.95533 0.2 -0.1 -0.2
C -1.33649 1.12995 -1.85515 -0.3 -1.3 0.0
C 3.10358 0.34519 -1.57600 -1.0 -1.3 -0.5
C -6.57786 8.15525 2.14167 0.0 0.0 -0.1
C 3.06738 2.79667 -1.86508 0.2 -1.3 0.5
C -2.03653 1.05602 0.59156 0.8 -0.5 0.2
C -6.80760 -5.81773 -1.99397 -0.1 -0.1 0.0
C -8.03510 8.39936 0.35032 -0.2 0.1 -0.2
C -5.02106 7.85221 3.84043 0.1 0.0 0.2
C 6.71506 -7.54355 2.06894 0.0 -0.1 0.0
H 5.10972 2.90231 -0.99870 0.0 1.6 -0.4
H -1.71622 2.13391 -1.70176 0.2 0.2 0.2
H -2.32256 2.05775 0.28491 -0.4 -0.1 0.0
H -2.55013 -0.38097 -0.86351 0.2 -0.2 -0.4
H 0.31889 1.59630 -4.06495 0.0 -0.2 -0.1
H 3.58956 2.97135 -2.80212 0.1 -0.1 0.0
H 1.45667 1.49973 0.44679 0.2 0.3 0.0
H -3.07723 -4.22726 -3.19285 0.0 0.0 -0.1
H 1.53461 5.68633 5.03824 -0.1 0.2 0.0
H -2.27368 8.22455 0.82426 0.1 0.0 0.2
H -8.05950 8.19275 -0.71629 0.2 -0.1 0.0
H -5.86489 -0.49016 -6.58235 0.1 0.0 0.2
H -7.00395 -7.12026 0.28259 0.0 0.1 0.0
H -5.96203 -5.13196 -5.02357 -0.2 -0.1 0.1
H 4.28457 3.99351 1.05877 1.3 -1.0 0.6
H -4.74604 -1.64356 -7.32596 0.0 -0.1 0.0
H 2.52697 -0.54822 -1.83894 -0.1 0.1 0.0
H 7.24735 -8.80092 -0.17843 0.1 0.1 0.0
H -4.84815 -5.49024 -3.70139 0.0 0.0 0.1
H 5.09624 -5.86371 4.28622 0.0 -0.2 0.0
H -8.76258 -7.24683 0.12398 0.0 0.0 -0.2
H -2.80276 0.56566 1.18478 -0.1 0.2 0.0
H 0.42738 4.51196 4.31177 0.0 0.0 -0.1
H 2.32070 3.58686 -1.79538 0.0 0.0 0.1
H 8.60598 -9.00145 0.96752 0.0 0.1 0.0
H -1.11928 7.08900 0.11506 0.0 -0.1 0.1
H -5.86865 -4.01988 -3.65046 0.1 0.0 0.1
H 5.74713 -1.97744 6.36001 -0.1 -0.1 -0.1
H 7.48319 -10.33729 0.66939 -0.1 0.0 0.2
H 1.84394 5.10895 3.39382 -0.1 0.0 -0.1
H -5.02862 8.90078 4.13263 -0.1 0.0 0.0
H 7.44030 -3.07884 0.96210 0.0 0.1 0.1
H -8.02392 -5.65148 0.33219 0.1 0.0 0.0
H 0.68343 2.89705 -0.10191 -0.3 -0.1 0.3
H 6.75866 -5.54688 3.77143 0.0 0.0 -0.1
H 3.20303 2.52034 1.23970 -1.3 0.9 -0.4
H -1.16149 1.18928 1.22220 0.0 -0.1 0.1
H -4.01507 7.45894 3.96605 0.0 0.0 -0.2
H 6.50822 -1.58351 0.65750 0.2 -0.1 0.2
H -2.53432 6.49014 1.03620 0.1 -0.1 0.0
H -1.88070 0.71726 -2.70101 0.3 0.0 -0.3
H -6.13138 -2.22518 -6.35604 0.1 -0.1 0.0
H 7.38024 -2.15735 5.70066 0.0 0.1 -0.1
H 3.21724 0.30042 -0.48563 0.6 0.4 0.0
H 5.40145 -5.34191 2.62478 0.1 0.0 0.0
H -1.69117 -3.64276 -4.16092 -0.1 -0.1 -0.1
H 6.44685 -0.66145 5.40354 0.1 0.0 -0.1
H -5.70521 7.27833 4.46324 -0.1 0.1 0.0
H -1.92593 -3.07723 -2.50226 -0.1 0.2 0.0
H -8.83800 7.84760 0.83606 0.0 0.1 0.1
H 5.82956 -3.16106 0.24321 -0.1 -0.1 0.2
H -8.16076 9.46933 0.50612 0.0 0.0 0.1